Computed, not measured: a molecular structure, C45H36As2F3NNiSb, with ωB97M-V/def2-TZVPD.

Geometry as XYZ:
```
89
C45H36As2F3NNiSb ωB97M-V/def2-TZVPD
Ni -0.6151 -0.3149 1.0772
C 0.9535 3.0786 1.4712
C 2.0917 2.2948 0.8298
As 1.4800 0.5640 0.1422
C 1.2414 0.7623 -1.7598
C -0.0242 0.5846 -2.3062
C -0.2111 0.7381 -3.6732
C 0.8610 1.0718 -4.4883
C 2.1243 1.2549 -3.9403
C 2.3166 1.0979 -2.5763
C 3.0096 -0.5975 0.3415
C 2.8312 -1.9468 0.6176
C 3.9239 -2.7950 0.7218
C 5.2061 -2.2933 0.5556
C 5.3935 -0.9426 0.2931
C 4.3004 -0.0964 0.1877
As -0.5208 3.3189 0.1722
C -1.6001 4.6216 1.1330
C -2.5384 5.3443 0.4014
C -3.3623 6.2640 1.0300
C -3.2639 6.4641 2.4005
C -2.3374 5.7416 3.1360
C -1.5078 4.8234 2.5052
C 0.4378 4.5238 -1.0364
C 0.5580 4.1601 -2.3727
C 1.2500 4.9711 -3.2640
C 1.8262 6.1511 -2.8205
C 1.7049 6.5235 -1.4863
C 1.0127 5.7145 -0.5996
H 1.3227 4.0458 1.8163
H 0.5672 2.5417 2.3425
H 2.9024 2.0898 1.5304
H 2.5086 2.8400 -0.0208
H -0.8769 0.3667 -1.6732
H -1.1987 0.6081 -4.0963
H 0.7109 1.1947 -5.5529
H 2.9597 1.5218 -4.5737
H 3.3071 1.2390 -2.1599
H 1.8373 -2.3502 0.7673
H 3.7699 -3.8451 0.9368
H 6.0603 -2.9520 0.6377
H 6.3925 -0.5458 0.1717
H 4.4661 0.9563 -0.0098
H -2.6273 5.1973 -0.6695
H -4.0839 6.8227 0.4484
H -3.9082 7.1811 2.8917
H -2.2537 5.8924 4.2045
H -0.7882 4.2771 3.1028
H 0.1107 3.2380 -2.7258
H 1.3333 4.6807 -4.3037
H 2.3629 6.7867 -3.5127
H 2.1435 7.4507 -1.1407
H 0.9008 6.0266 0.4333
N -3.5198 0.5084 0.5567
C -2.4117 0.2300 0.7201
F 2.1512 -7.9149 -1.2044
C 1.4794 -6.7914 -0.9357
C 0.3721 -6.8625 -0.1059
C -0.3203 -5.6963 0.1689
C 0.1006 -4.4839 -0.3753
C 1.2114 -4.4452 -1.2096
C 1.9143 -5.6058 -1.4973
Sb -1.0238 -2.7518 0.0412
C -0.9779 -2.7384 2.1852
C 0.0589 -3.4034 2.8523
C 0.2305 -3.2668 4.2165
C -0.6285 -2.4342 4.9196
F -0.4531 -2.2970 6.2354
C -1.6535 -1.7490 4.3035
C -1.8274 -1.9070 2.9305
C -2.9714 -3.3452 -0.5009
C -4.0577 -3.2412 0.3612
C -5.3227 -3.6189 -0.0565
C -5.4778 -4.0931 -1.3459
F -6.6973 -4.4582 -1.7549
C -4.4180 -4.2049 -2.2273
C -3.1592 -3.8243 -1.7946
H 0.0696 -7.8174 0.3013
H -1.1962 -5.7417 0.8068
H 1.5456 -3.5087 -1.6420
H 2.7798 -5.6028 -2.1453
H 0.7376 -4.0472 2.3044
H 1.0151 -3.7895 4.7468
H -2.3115 -1.1192 4.8868
H -2.6668 -1.4088 2.4635
H -3.9367 -2.8681 1.3684
H -6.1822 -3.5459 0.5949
H -4.5896 -4.5834 -3.2253
H -2.3240 -3.9188 -2.4802
```

Calculated values
energy relative to the best compared isomer or geometry (same formula, charge and spin) = 170.4 kJ/mol
total charge = +1
HOMO-LUMO gap (spin up / spin down) = 0.293 / 0.207 Ha
expectation value of S² = 2.0146
lowest unoccupied orbital energy (spin up / spin down) = -2.6 / -4.9 eV
multiplicity = 3

Mulliken atomic charge list, values in e, 8 entries: atom 1 (Ni): 0.107, atom 2 (C): -1.180, atom 3 (C): -1.214, atom 4 (As): 1.209, atom 5 (C): 0.771, atom 6 (C): -0.192, atom 7 (C): -0.970, atom 8 (C): -0.525

---

Computed, not measured: a molecular structure, C45H36F3NOP2ReS4Sb at a distorted geometry, with ωB97M-V/def2-TZVPD.

Geometry as XYZ:
```
94
C45H36F3NOP2ReS4Sb ωB97M-V/def2-TZVPD
Re 0.6767 0.7420 -0.4928
C -5.3824 -0.9915 1.5274
C -4.1901 -1.8109 1.0032
C -4.5521 -3.3094 0.9621
C -2.9386 -1.6427 1.8773
C -3.0210 -2.0834 3.2133
C -1.9658 -1.9817 4.1058
C -0.7851 -1.4443 3.6687
C -0.6432 -0.9949 2.3499
P 0.7683 0.0048 1.9248
C 0.3413 1.5103 2.8394
C 0.6053 1.7096 4.1566
C 0.0354 2.8338 4.7746
C -0.5584 3.9090 4.0720
C -0.8349 3.7649 2.7666
C -0.5127 2.4751 2.0883
C 2.2237 -0.6924 2.6955
C 3.3570 0.0633 3.0563
C 4.4240 -0.5816 3.6550
C 4.3458 -1.9233 3.9519
C 3.2138 -2.6527 3.6411
C 2.1862 -2.0562 2.9801
C -1.7444 -1.0523 1.4670
O -1.5760 -0.4877 0.2028
C -2.6337 -0.7121 -0.7024
C -2.3758 -0.2666 -2.0065
C -3.2949 -0.5236 -3.0349
C -4.4700 -1.2021 -2.7585
C -4.7110 -1.5638 -1.4643
C -3.8229 -1.3556 -0.3910
P -0.9702 0.6912 -2.5258
C -1.4746 2.2170 -3.2816
C -0.7140 2.8731 -4.2588
C -1.2052 4.0407 -4.8497
C -2.4479 4.5350 -4.4809
C -3.2424 3.8641 -3.5485
C -2.7508 2.7089 -2.9672
C 0.0552 -0.4253 -3.4891
C 0.4594 -1.5777 -2.7528
C 1.2482 -2.5346 -3.3639
C 1.6074 -2.3611 -4.6928
C 1.1747 -1.2751 -5.4242
C 0.3748 -0.3099 -4.8535
H -5.6225 -1.2818 2.5498
H -6.2512 -1.1556 0.8765
H -5.1328 0.0682 1.5244
H -4.7590 -3.6151 2.0051
H -3.7203 -3.9025 0.5800
H -5.4335 -3.4352 0.3617
H -3.9572 -2.5203 3.5703
H -2.0428 -2.3385 5.1453
H 0.0507 -1.2980 4.3303
H 1.1530 0.9967 4.7528
H 0.1346 2.9504 5.8429
H -0.7267 4.8512 4.6242
H -1.3456 4.5467 2.2464
H -1.5018 1.9810 2.0935
H 3.3950 1.1117 2.8519
H 5.2993 -0.0319 3.9338
H 5.2007 -2.4300 4.3987
H 3.2146 -3.7043 3.8757
H 1.3480 -2.6890 2.7030
H -3.0326 -0.2107 -4.0484
H -5.1568 -1.4537 -3.5463
H -5.6140 -2.1160 -1.2547
H 0.2758 2.5081 -4.5164
H -0.5758 4.5420 -5.5928
H -2.7770 5.4426 -4.9542
H -4.2201 4.2624 -3.3070
H -3.3537 2.1647 -2.2842
H 0.1172 -1.7318 -1.7081
H 1.5619 -3.4207 -2.8368
H 2.1602 -3.1488 -5.1644
H 1.4284 -1.2087 -6.4641
H -0.0129 0.5095 -5.4411
S 4.2390 4.6807 -0.6033
Sb 2.2745 4.7230 -1.6862
S 1.7781 2.0776 -2.0377
S 0.0692 2.7022 0.3607
S 0.5303 5.8578 -2.3541
F 6.5543 -3.1054 -0.1345
C 6.5787 -1.7809 -0.0760
F 7.3426 -1.2914 -1.0559
F 7.1229 -1.4048 1.0952
C 5.1942 -1.2133 -0.1060
C 5.0135 0.1424 -0.1335
C 3.7221 0.6281 -0.3101
N 2.6574 -0.1667 -0.3880
C 2.8545 -1.4770 -0.3181
C 4.0999 -2.0553 -0.1928
H 5.8468 0.8421 -0.0473
H 3.5529 1.6972 -0.2947
H 1.9975 -2.1087 -0.3189
H 4.1891 -3.1208 -0.1873
```

Calculated values
total charge = +4
HOMO-LUMO gap (spin up / spin down) = 0.203 / 0.202 Ha
lowest unoccupied orbital energy (spin up / spin down) = -13.0 / -13.0 eV

Mulliken atomic charge list, values in e, 8 entries: atom 1 (Re): 1.748, atom 2 (C): -1.556, atom 3 (C): 1.209, atom 4 (C): -1.608, atom 5 (C): 1.276, atom 6 (C): -0.657, atom 7 (C): -1.754, atom 8 (C): -0.412

---

Computed, not measured: 8 unconnected molecules or ions with the total composition C45H36NO14S at a distorted geometry, with ωB97M-V/def2-TZVPD.

Geometry as XYZ:
```
97
C45H36NO14S ωB97M-V/def2-TZVPD
C 0.2449 4.5710 -1.2612
C 0.1167 5.9911 -1.7761
S -1.4296 6.3387 -2.6390
C -2.5682 5.0290 -1.9736
N -3.0971 5.2574 -0.6950
H 0.0880 4.5314 -0.2026
H 1.2392 4.2207 -1.4387
H -0.4083 3.9033 -1.7727
H 0.9009 6.1711 -2.4856
H 0.2579 6.6716 -0.9616
H -3.3499 4.9960 -2.7239
H -2.0980 4.0696 -1.9896
H -3.6518 6.0923 -0.8053
C -0.9443 -1.2624 -1.8588
C -0.6363 -0.2643 -2.6741
C -1.2526 1.0798 -2.5135
O -0.9673 1.9840 -3.2603
C -2.2344 1.2592 -1.4033
C -2.5388 0.2500 -0.5922
C -1.9160 -1.0808 -0.7565
O -2.1799 -2.0117 -0.0187
H -0.5027 -2.2454 -1.9640
H 0.0717 -0.3879 -3.4806
H -2.6797 2.2451 -1.2930
H -3.2458 0.3569 0.2204
C 0.8499 -2.8517 0.7642
C 0.4996 -2.7382 2.0394
C 1.3742 -2.0530 3.0157
O 1.0584 -1.9543 4.1863
C 2.6521 -1.4909 2.5215
C 3.0141 -1.5902 1.2451
C 2.1317 -2.2849 0.2598
O 2.4464 -2.3852 -0.9054
H 0.2183 -3.3572 0.0476
H -0.4267 -3.1418 2.4213
H 3.2702 -0.9932 3.2584
H 3.9564 -1.1712 0.8914
C 4.4672 -1.8617 -5.5519
C 3.3697 -2.4072 -5.0414
C 2.0390 -1.7770 -5.2357
O 1.0443 -2.2920 -4.7826
C 1.9778 -0.5098 -6.0087
C 3.0778 0.0356 -6.5178
C 4.4071 -0.6021 -6.3349
O 5.4084 -0.1155 -6.8072
H 5.4473 -2.3042 -5.4292
H 3.3859 -3.3259 -4.4701
H 0.9978 -0.0660 -6.1332
H 3.0601 0.9561 -7.0862
C 1.7481 -4.9380 6.6686
C 1.4219 -4.7945 5.3878
C 0.6082 -5.8216 4.6894
O 0.3132 -5.7035 3.5227
C 0.1690 -7.0078 5.4692
C 0.4961 -7.1467 6.7487
C 1.3118 -6.1213 7.4496
O 1.6085 -6.2531 8.6151
H 2.3397 -4.2045 7.2006
H 1.7275 -3.9379 4.8076
H -0.4249 -7.7395 4.9369
H 0.1894 -8.0010 7.3379
C -4.4922 7.8024 4.3826
C -4.6345 8.3687 3.1907
C -4.4920 7.5760 1.9357
O -4.6374 8.1157 0.8659
C -4.1831 6.1243 2.0666
C -4.0468 5.5705 3.2736
C -4.1877 6.3537 4.5150
O -4.0664 5.8521 5.6171
H -4.5919 8.3584 5.3070
H -4.8601 9.4215 3.0718
H -4.0691 5.5500 1.1419
H -3.8227 4.5193 3.3978
C -4.3576 -4.1852 0.5183
C -4.7078 -4.0204 -0.7530
C -5.5457 -5.0213 -1.4575
O -5.8655 -4.8783 -2.6152
C -5.9828 -6.2174 -0.6902
C -5.6340 -6.3844 0.5800
C -4.7938 -5.3801 1.2843
O -4.4806 -5.5380 2.4416
H -3.7447 -3.4664 1.0437
H -4.3995 -3.1582 -1.3286
H -6.5938 -6.9333 -1.2249
H -5.9392 -7.2469 1.1585
C 6.9337 0.6565 -1.9713
C 7.3763 1.7116 -2.6455
C 6.7799 3.0570 -2.4445
O 7.1872 4.0147 -3.0553
C 5.6718 3.1786 -1.4638
C 5.2296 2.1218 -0.7883
C 5.8294 0.7796 -0.9881
O 5.4505 -0.1882 -0.3640
H 7.3552 -0.3327 -2.0970
H 8.1822 1.6475 -3.3639
H 5.2544 4.1667 -1.3343
H 4.4245 2.1894 -0.0676
```

Calculated values
total charge = -1
HOMO-LUMO gap = 0.079 Ha
lowest unoccupied orbital energy = -0.3 eV

Mulliken atomic charge list, values in e, 8 entries: atom 1 (C): -0.654, atom 2 (C): -0.502, atom 3 (S): -0.297, atom 4 (C): 0.476, atom 5 (N): -0.620, atom 6 (H): 0.290, atom 7 (H): 0.326, atom 8 (H): -0.154

---

Computed, not measured: a molecular structure, C45H37BrMoN7O3SSb at a distorted geometry, with ωB97M-V/def2-TZVPD.

Geometry as XYZ:
```
96
C45H37BrMoN7O3SSb ωB97M-V/def2-TZVPD
Mo -0.3645 -1.0756 0.1644
C -0.5309 1.2865 3.7524
C -1.8749 1.2656 4.1416
C -2.7994 0.7901 3.2506
C -2.3931 0.2961 1.9977
N -1.0671 0.1753 1.6832
C -0.1829 0.7503 2.5461
N -3.3883 0.0452 1.1128
C -3.2564 -0.3725 -0.0900
N -2.0889 -0.8411 -0.7081
C -2.4617 -1.3217 -1.9790
N -1.7475 -1.9504 -2.8275
C -0.4107 -2.2102 -2.7757
C 0.1187 -2.8574 -3.9056
C 1.4748 -3.0049 -4.0514
C 2.3027 -2.4372 -3.0818
C 1.7269 -1.8628 -1.9801
N 0.3921 -1.8022 -1.7604
C -3.8702 -1.0306 -2.1989
C -4.6879 -1.2609 -3.2912
C -6.0171 -0.8799 -3.1863
C -6.5077 -0.2820 -2.0245
C -5.6881 -0.0589 -0.9284
C -4.3628 -0.4470 -1.0306
H 0.2321 1.7042 4.3930
H -2.1751 1.6567 5.1042
H -3.8603 0.7878 3.4511
H 0.8459 0.7607 2.2295
H -0.5864 -3.2042 -4.6459
H 1.8937 -3.5115 -4.9100
H 3.3785 -2.4498 -3.1799
H 2.3604 -1.3958 -1.2382
H -4.2929 -1.7212 -4.1864
H -6.6902 -1.0506 -4.0154
H -7.5483 0.0092 -1.9818
H -6.0637 0.3994 -0.0240
Br 4.8892 -3.4520 0.7426
C 3.3652 -4.4623 1.2515
C 3.5005 -5.6040 2.0237
C 2.3560 -6.2872 2.4089
C 1.1002 -5.8263 2.0480
C 0.9793 -4.6675 1.2869
C 2.1237 -3.9951 0.8771
C -0.3827 -4.1162 1.0036
O -1.3843 -4.7584 1.1085
O -0.4518 -2.8089 0.6353
H 4.4823 -5.9441 2.3228
H 2.4530 -7.1741 3.0201
H 0.2037 -6.3510 2.3508
H 2.0452 -3.0914 0.3018
C -1.0919 -2.6862 4.1133
N 0.2984 -2.5170 4.4954
C 1.2585 -2.0262 3.6783
N 2.5216 -2.0523 4.1806
O 1.0365 -1.5634 2.5510
H -1.6894 -2.7887 5.0155
H -1.2494 -3.5698 3.4955
H -1.4382 -1.8099 3.5686
H 0.5912 -3.0057 5.3240
H 2.6952 -2.2729 5.1452
H 3.2621 -1.6159 3.6610
S 1.0806 0.6951 -0.3966
Sb 0.8717 2.9844 -0.9698
C -0.8744 3.2098 -2.1819
C -1.7017 4.3134 -2.0214
C -2.7469 4.5032 -2.9137
C -2.9461 3.6056 -3.9528
C -2.1219 2.4958 -4.0894
C -1.0786 2.2879 -3.2005
C 2.7070 2.9322 -2.0447
C 3.8045 3.6337 -1.5673
C 5.0409 3.4312 -2.1655
C 5.1655 2.5398 -3.2203
C 4.0558 1.8496 -3.6925
C 2.8163 2.0399 -3.1039
C 1.0757 3.9530 0.9255
C 2.0987 3.4632 1.7294
C 2.2760 4.0060 2.9923
C 1.4406 5.0228 3.4380
C 0.4235 5.5005 2.6247
C 0.2317 4.9659 1.3579
H -1.5374 5.0257 -1.2240
H -3.3924 5.3639 -2.8042
H -3.7410 3.7766 -4.6657
H -2.2798 1.7982 -4.9009
H -0.4425 1.4158 -3.3018
H 3.7026 4.3294 -0.7428
H 5.9065 3.9660 -1.7990
H 6.1319 2.3818 -3.6794
H 4.1562 1.1561 -4.5168
H 1.9561 1.4877 -3.4618
H 2.7484 2.6708 1.3741
H 3.0757 3.6413 3.6233
H 1.5913 5.4520 4.4193
H -0.2193 6.2988 2.9700
H -0.5577 5.3507 0.7269
```

Calculated values
energy relative to the best compared isomer or geometry (same formula, charge and spin) = 5.1 kJ/mol
total charge = +2
HOMO-LUMO gap (spin up / spin down) = 0.252 / 0.252 Ha
lowest unoccupied orbital energy (spin up / spin down) = -6.3 / -6.3 eV

Mulliken atomic charge list, values in e, 8 entries: atom 1 (Mo): 0.773, atom 2 (C): -1.125, atom 3 (C): -0.759, atom 4 (C): -0.574, atom 5 (C): -0.189, atom 6 (N): 1.532, atom 7 (C): -0.934, atom 8 (N): -0.461

---

Computed, not measured: a molecular structure, C45H39BN5O8S2Sb2Y, with ωB97M-V/def2-TZVPD.

Geometry as XYZ:
```
103
C45H39BN5O8S2Sb2Y ωB97M-V/def2-TZVPD
Y 1.3121 -0.7328 1.2453
C -0.9420 -1.5620 -1.8064
C -2.1318 -1.7600 -0.8734
C -1.9341 -1.3131 0.5797
Sb -2.7904 0.5462 1.4700
C -2.4685 2.5099 0.6144
C -1.3305 3.1866 0.1917
C -1.4027 4.5194 -0.1990
C -2.6083 5.2008 -0.1648
C -3.7451 4.5503 0.2913
C -3.6705 3.2217 0.6840
C -4.5167 0.1944 0.2472
C -4.6593 0.7698 -1.0155
C -5.7510 0.4612 -1.8157
C -6.7185 -0.4253 -1.3604
C -6.5902 -1.0013 -0.1052
C -5.4939 -0.6925 0.6918
Sb -0.4003 0.5085 -1.8829
C 1.1785 0.4870 -3.3072
C 1.0081 0.1122 -4.6359
C 2.0830 0.1356 -5.5146
C 3.3350 0.5407 -5.0701
C 3.5119 0.9226 -3.7481
C 2.4351 0.8997 -2.8718
C -1.9763 1.1340 -3.1770
C -2.3381 2.4807 -3.1824
C -3.3694 2.9325 -3.9946
C -4.0525 2.0411 -4.8100
C -3.7013 0.6994 -4.8112
C -2.6704 0.2482 -3.9963
H -1.1719 -1.9442 -2.8000
H -0.0602 -2.1035 -1.4563
H -2.3741 -2.8285 -0.8564
H -3.0152 -1.2639 -1.2834
H -0.9899 -1.7228 0.9744
H -2.6343 -1.8878 1.2004
H -0.3683 2.6974 0.1972
H -0.5013 5.0259 -0.5228
H -2.6590 6.2376 -0.4722
H -4.6911 5.0742 0.3448
H -4.5760 2.7398 1.0375
H -3.9163 1.4687 -1.3842
H -5.8378 0.9123 -2.7961
H -7.5717 -0.6656 -1.9820
H -7.3446 -1.6885 0.2569
H -5.4084 -1.1530 1.6711
H 0.0330 -0.1947 -4.9967
H 1.9420 -0.1575 -6.5476
H 4.1729 0.5600 -5.7560
H 4.4872 1.2327 -3.3950
H 2.5916 1.1944 -1.8391
H -1.8286 3.1846 -2.5356
H -3.6426 3.9801 -3.9840
H -4.8583 2.3913 -5.4426
H -4.2325 -0.0003 -5.4444
H -2.4196 -0.8047 -4.0052
N 2.2110 -4.3031 3.4162
C 1.8992 -3.6776 2.2917
N 0.9178 -2.8168 2.5282
C 0.6743 -2.9784 3.8701
N 1.4392 -3.8781 4.4369
C -0.3489 -2.2572 4.6436
C -0.1490 -2.0255 6.0027
N -1.0529 -1.4007 6.7424
C -2.1546 -1.0048 6.1122
C -2.3458 -1.2265 4.7575
N -1.4438 -1.8540 4.0112
H 2.9288 -4.9909 3.5705
H 2.4122 -3.8242 1.3543
H 0.7649 -2.3489 6.4835
H -2.9054 -0.4906 6.6997
H -3.2436 -0.8782 4.2622
O -0.0154 2.3852 3.7883
S 0.9165 1.5299 3.1282
O 0.8264 0.0944 3.4721
O 0.8535 1.5702 1.6413
C 2.5598 2.0460 3.6288
C 2.5758 3.1600 4.4524
C 3.7666 3.6472 4.9761
C 4.9549 3.0127 4.6807
C 4.9544 1.8996 3.8491
C 3.7752 1.4056 3.3154
S 3.9926 0.0123 2.2057
O 5.3945 -0.2179 2.0903
O 3.3023 0.4172 0.9528
O 3.1947 -1.1190 2.7282
H 1.6358 3.6370 4.6888
H 3.7505 4.5187 5.6167
H 5.8899 3.3759 5.0856
H 5.8795 1.4037 3.5946
O 3.5558 -2.9586 -0.1953
B 2.4640 -2.1494 -0.6371
O 2.5642 -2.0446 -2.0343
C 3.6652 -2.7519 -2.4283
C 4.1656 -2.9292 -3.6986
C 5.3173 -3.7066 -3.8119
C 5.9244 -4.2699 -2.6947
C 5.4051 -4.0820 -1.4142
C 4.2658 -3.3158 -1.3171
H 3.6845 -2.4787 -4.5557
H 5.7501 -3.8719 -4.7898
H 6.8222 -4.8607 -2.8198
H 5.8776 -4.5032 -0.5373
```

Calculated values
energy relative to the best compared isomer or geometry (same formula, charge and spin) = 159.4 kJ/mol
total charge = 0
HOMO-LUMO gap = 0.305 Ha
lowest unoccupied orbital energy = 0.1 eV

Mulliken atomic charge list, values in e, 8 entries: atom 1 (Y): -0.489, atom 2 (C): -1.457, atom 3 (C): -0.278, atom 4 (C): -1.086, atom 5 (Sb): 1.046, atom 6 (C): 0.668, atom 7 (C): -0.492, atom 8 (C): -0.890